Record 1
DFT (wB97M-V/def2-TZVPD) results for 3 unconnected molecules or ions with the total composition C3H11NO4.

Values from the calculation:
F_max = 0.0822 Eh/bohr
Total energy = -12958.992 eV
<S²> = 0.78

The geometry in ORCA input format:
```
! RIJCOSX wB97M-V def2-TZVPD def2/J DEFGRID3
* xyz 1 2
H 3.37 1.79 -3.94
O 2.59 -0.20 -0.24
H -3.11 2.83 -0.78
H 1.84 1.40 -3.49
C -0.23 -1.81 1.36
H 0.92 -0.65 -1.02
H -0.56 -2.19 0.36
C -1.08 -0.59 1.81
H 1.74 -1.22 1.90
H -0.57 0.03 2.45
H -1.73 2.35 -0.15
O 2.51 1.47 -4.21
C 1.52 -0.78 -0.09
O -2.56 2.12 -0.59
N 1.15 -1.35 1.09
H -2.02 -1.08 2.17
O -1.35 0.26 0.67
H -2.26 0.13 0.45
H -0.17 -2.51 2.25
*
```

Record 2
DFT (wB97M-V/def2-TZVPD) results for 2 unconnected molecules or ions with the total composition C3H11NOS.

Values from the calculation:
F_max = 0.0237 Eh/bohr
SMILES = C[C@H](N)CS.O
Total energy = -17661.772 eV

The geometry in ORCA input format:
```
! RIJCOSX wB97M-V def2-TZVPD def2/J DEFGRID3
* xyz 0 1
H 0.63 1.86 -1.24
H 0.71 -1.66 -1.11
S -2.63 0.72 0.87
O 2.41 0.12 2.82
H -1.71 0.51 1.82
H 1.61 -0.44 2.90
H 2.43 0.22 1.87
H -0.33 -1.93 0.14
N 0.40 -1.33 -0.21
H 0.04 0.59 -2.39
H -2.08 -0.99 -0.71
C 0.57 0.80 -1.46
C -1.68 0.00 -0.52
H 1.59 0.43 -1.55
H -1.90 0.47 -1.49
C -0.16 0.05 -0.32
H 0.11 0.59 0.58
*
```

Record 3
DFT (wB97M-V/def2-TZVPD) results for 3 unconnected molecules or ions with the total composition C3H11NOS.

Values from the calculation:
F_max = 0.0826 Eh/bohr
Total energy = -17660.162 eV

The geometry in ORCA input format:
```
! RIJCOSX wB97M-V def2-TZVPD def2/J DEFGRID3
* xyz 0 1
H -2.62 1.04 -0.05
H -1.27 -1.07 -0.34
H -1.09 -0.14 1.95
H -2.85 1.23 -2.42
O 2.37 0.54 -0.93
N -2.22 0.55 -2.04
H 3.31 0.60 -1.03
H 0.56 -1.90 -0.07
C -1.73 0.96 -0.71
H 2.25 0.04 -0.10
C -0.78 -0.12 -0.21
H -1.43 0.47 -2.68
C -0.30 0.06 1.22
S 1.11 -1.05 1.55
H -1.28 1.97 -0.68
H 0.08 -0.17 -0.91
H 0.06 1.08 1.40
*
```